Here is a structure of composition C5H4AlO2 from the OMol25 dataset. Energies are from ωB97M-V/def2-TZVPD.

Molecular weight: 123.1 g mol⁻¹
HOMO level (spin up / spin down): -7.37 / -7.03 eV
Spin multiplicity: 2
LUMO (spin up / spin down): -0.3 / -2.9 eV

```
12
Properties=species:S:1:pos:R:3:lowdin_charge:R:1
C 1.20615 -0.18229 1.08261 -0.05
Al -1.30604 1.60432 0.49427 0.84
O 0.14373 0.44192 1.65209 -0.33
C -1.23024 -0.02982 1.65246 -0.27
H -1.40019 -0.96460 1.08798 0.06
H -1.51751 -0.12381 2.71281 0.06
O 2.53008 -0.21636 -0.87763 0.00
C 1.25326 -0.13845 -0.28964 -0.39
C 0.15634 -0.00340 -1.18212 -0.14
C -0.77457 0.19460 -1.95614 0.09
H 2.49409 -0.74589 -1.68029 0.09
H -1.55511 0.16378 -2.69640 0.05
```

Here is a cluster of 2 separate species, C28H35ClFNO7PS in total from the OMol25 dataset. Energies are from ωB97M-V/def2-TZVPD.

Molecular weight: 615.1 g mol⁻¹
Energy above the lowest of the compared OMol25 structures with the same formula, charge and spin: 0.0 kJ/mol
HOMO level: -10.07 eV
Charge: +1
LUMO: -6.9 eV

```
75
Properties=species:S:1:pos:R:3:lowdin_charge:R:1
C 2.32072 -1.18807 0.21399 0.04
C 2.78709 -2.38755 -0.55516 -0.49
O 3.49914 -3.24901 -0.14398 0.16
O 2.28943 -2.42710 -1.85368 0.08
C 2.25768 -3.73067 -2.35124 -0.42
O 3.13258 -4.13327 -3.04296 0.19
C 1.03653 -4.55161 -2.00667 -0.02
C 0.37273 -4.17739 -0.68880 -0.14
C 0.93621 -4.73156 0.46159 0.05
C 0.41514 -4.48578 1.71863 -0.06
C -0.72595 -3.67925 1.81284 -0.07
C -1.28694 -3.12113 0.68706 0.04
C -0.75186 -3.33304 -0.58612 -0.14
C -1.39290 -2.68433 -1.79672 -0.10
C -1.65118 -1.15475 -1.56996 -0.15
C -0.98563 -0.25426 -2.59749 -0.21
F 0.35234 -0.04458 -2.29254 -0.06
C -1.30940 -3.43773 3.16703 -0.35
O -2.08063 -2.53502 3.37111 0.09
C -0.88076 -4.34566 4.28156 -0.24
P -2.01807 -4.34601 5.72935 0.41
S -3.86584 -4.64967 5.21425 0.15
C 0.22781 -5.09133 4.21825 -0.12
C 0.76887 -5.98754 5.29774 -0.12
C 1.00251 -5.25582 6.60809 -0.84
O 1.32060 -4.11339 6.63386 0.06
Cl 0.78591 -6.14387 8.12155 0.69
C 1.04263 -5.05000 2.95221 -0.26
O 2.18192 -5.44363 2.92672 0.15
H 2.90265 -0.32768 -0.11940 0.10
H 2.45284 -1.37392 1.27593 0.10
H 1.26668 -0.98722 0.03248 0.07
H 1.34564 -5.59286 -1.95709 0.14
H 0.31472 -4.47727 -2.81904 0.13
H 1.81548 -5.36142 0.38658 0.14
H -2.16617 -2.49363 0.77832 0.13
H -2.33018 -3.16814 -2.06782 0.13
H -0.72204 -2.75882 -2.64975 0.10
H -1.24257 -0.86917 -0.60063 0.10
H -2.71724 -0.93036 -1.61416 0.12
H -1.05955 -0.63000 -3.61941 0.12
H -1.45136 0.73751 -2.57303 0.10
H -1.56956 -5.41746 6.52457 -0.03
H -1.77429 -3.17162 6.46880 0.01
H 0.19407 -6.90579 5.42069 0.13
H 1.76415 -6.30627 4.96580 0.13
C 0.59666 5.42770 -3.78951 0.00
C -0.75687 5.42263 -3.02612 -0.43
C -1.08710 6.81578 -2.45683 -0.10
C -0.30725 7.21257 -1.20299 -0.15
C -0.37377 6.12770 -0.13091 -0.10
C 0.09295 4.75469 -0.63510 -0.44
N -0.70706 4.43181 -1.88193 0.07
O -1.81148 4.04199 -1.59478 0.22
C 1.60648 4.77083 -0.92458 -0.01
C -0.10993 3.67928 0.43405 -0.01
C -1.82582 5.02652 -4.04583 -0.02
H 1.15348 4.50228 -3.64166 0.09
H 0.43377 5.51582 -4.85984 0.09
H 1.23701 6.25856 -3.49760 0.09
H -2.15651 6.85669 -2.22555 0.14
H -0.91105 7.54241 -3.24904 0.14
H 0.73055 7.44179 -1.45277 0.12
H -0.73152 8.13412 -0.80203 0.13
H 0.24467 6.39853 0.72347 0.14
H -1.40208 6.04871 0.23882 0.14
H 1.93298 3.82708 -1.36251 0.10
H 2.14675 4.90622 0.00915 0.11
H 1.92142 5.57685 -1.58192 0.07
H -1.13467 3.63982 0.80235 0.09
H 0.52945 3.89982 1.28427 0.11
H 0.15953 2.69250 0.05407 0.10
H -1.65985 4.01630 -4.42313 0.11
H -1.77928 5.71487 -4.88504 0.11
H -2.83542 5.08326 -3.63988 0.09
```

Here is a structure of composition C40H53BN9O3SbV from the OMol25 dataset. Energies are from ωB97M-V/def2-TZVPD.

Molecular weight: 891.4 g mol⁻¹
HOMO level (spin up / spin down): -6.39 / -7.55 eV
Spin multiplicity: 4
LUMO (spin up / spin down): 0.6 / 0.6 eV

```
108
Properties=species:S:1:pos:R:3:lowdin_charge:R:1
V -0.39900 -0.32205 0.96756 0.76
C 1.52829 -0.63524 4.07418 -0.02
C 0.18344 -1.27506 4.00084 -0.33
C -0.45558 -2.05154 4.97452 0.02
C -1.64807 -2.43484 4.39657 -0.27
C -2.73236 -3.29121 4.95507 -0.02
N -1.70825 -1.90033 3.16032 0.05
N -0.56913 -1.19094 2.92087 0.01
B -2.70578 -2.21390 2.01827 -0.50
N -3.31767 -0.90869 1.46090 0.03
N -2.49082 0.13477 1.18906 0.02
C -3.25794 1.19968 0.98282 -0.36
C -2.70967 2.55818 0.69664 -0.06
C -4.60525 0.84779 1.11547 0.02
C -4.59740 -0.49889 1.43052 -0.28
C -5.74607 -1.41112 1.69196 -0.02
N -1.95216 -3.00862 0.92034 0.03
N -0.64720 -2.69518 0.65280 0.06
C -0.09904 -3.77716 0.12539 -0.34
C 1.37049 -3.86736 -0.09982 -0.01
C -1.05239 -4.78958 -0.03227 0.02
C -2.21165 -4.26590 0.49836 -0.28
C -3.55231 -4.89352 0.65816 -0.02
H 2.21343 -1.27825 4.62645 0.08
H 1.94131 -0.45837 3.07884 0.07
H 1.48220 0.33428 4.57193 0.08
H -0.09905 -2.29859 5.95820 0.11
H -2.51347 -3.52334 5.99614 0.08
H -3.69947 -2.79241 4.91194 0.08
H -2.82284 -4.23123 4.41106 0.08
H -3.59544 -2.87725 2.45933 0.11
H -1.70704 2.51068 0.27598 0.03
H -3.36621 3.08504 0.00311 0.06
H -2.64763 3.14171 1.61691 0.09
H -5.46081 1.48887 1.00077 0.11
H -6.67820 -0.88784 1.48368 0.08
H -5.70647 -2.29686 1.05948 0.07
H -5.76652 -1.74829 2.72798 0.08
H 1.85379 -2.93325 0.17777 0.07
H 1.78961 -4.65804 0.52512 0.09
H 1.61546 -4.09458 -1.13632 0.07
H -0.90898 -5.77051 -0.44330 0.11
H -3.58778 -5.83539 0.11389 0.08
H -3.78034 -5.09371 1.70368 0.08
H -4.33905 -4.25098 0.26994 0.07
C 5.20624 2.22391 0.37374 -0.06
O 4.28139 1.81384 -0.61392 -0.08
C 4.20653 2.53660 -1.75697 -0.22
C 5.14672 3.49324 -2.12582 -0.01
C 5.05879 4.13850 -3.35015 -0.09
C 4.02132 3.84899 -4.21972 -0.09
C 3.05357 2.93777 -3.83346 -0.02
C 3.11738 2.28010 -2.61325 -0.16
N 2.09420 1.35897 -2.31228 0.14
C 1.54600 1.10302 -1.07423 -0.36
N 1.50853 2.19606 -0.30603 0.17
C 1.15238 2.39334 1.04521 -0.20
C 0.26417 1.56146 1.70327 -0.16
C -0.10732 2.00608 2.98533 -0.15
C 0.39143 3.15729 3.57175 -0.09
C 1.31584 3.93959 2.88146 -0.03
C 1.68438 3.55863 1.60635 -0.23
O 2.59294 4.29752 0.84282 -0.14
C 2.20174 5.64422 0.61256 -0.07
N 1.00222 -0.06869 -0.77523 0.08
C 1.19270 -1.08478 -1.75550 -0.24
C 0.07953 -1.73370 -2.27758 -0.07
C 0.18912 -2.71165 -3.25441 -0.08
C 1.43938 -3.04738 -3.74674 -0.09
C 2.57045 -2.44833 -3.21554 -0.03
C 2.46081 -1.51092 -2.19403 -0.26
O 3.56069 -0.92309 -1.63101 -0.10
C 4.61080 -1.76081 -1.18724 -0.05
H 5.03680 1.56722 1.22360 0.10
H 5.01631 3.25736 0.67146 0.09
H 6.23486 2.11011 0.02137 0.09
H 5.97045 3.71558 -1.46450 0.10
H 5.81183 4.86561 -3.61960 0.10
H 3.94777 4.34367 -5.17631 0.10
H 2.20936 2.73243 -4.47817 0.12
H 1.90132 0.67059 -3.02269 0.14
H 2.00193 2.98902 -0.69367 0.13
H -0.82374 1.41240 3.54503 0.09
H 0.07420 3.45115 4.56334 0.10
H 1.73835 4.83235 3.32103 0.11
H 2.31594 6.24550 1.51654 0.08
H 1.16023 5.68521 0.28116 0.10
H 2.85514 6.03369 -0.16691 0.09
H -0.89112 -1.48791 -1.87424 0.06
H -0.70397 -3.19326 -3.62467 0.11
H 1.53947 -3.78111 -4.53313 0.10
H 3.55331 -2.70842 -3.58298 0.11
H 5.54003 -1.21020 -1.32258 0.09
H 4.65698 -2.69263 -1.75009 0.08
H 4.47262 -1.98510 -0.12633 0.09
C -1.78344 0.66301 -4.46432 -0.35
Sb -2.26485 1.00342 -2.40171 1.31
C -3.44459 -0.77743 -2.11816 -0.32
C -3.95651 2.24570 -2.83865 -0.35
H -2.58394 0.10416 -4.94488 0.00
H -0.85493 0.10616 -4.56180 -0.02
H -1.67067 1.62025 -4.96692 -0.01
H -3.44159 -1.36643 -3.03387 0.00
H -4.46449 -0.48032 -1.88596 0.00
H -3.07285 -1.38167 -1.29329 -0.02
H -4.51365 1.82821 -3.67495 0.00
H -3.64329 3.25698 -3.08649 0.00
H -4.60621 2.28395 -1.96716 -0.01
```

Here is a cluster of 8 separate species, C45H112NO29P7 in total from the OMol25 dataset. Energies are from ωB97M-V/def2-TZVPD.

Molecular weight: 1348.2 g mol⁻¹
Energy above the lowest of the compared OMol25 structures with the same formula, charge and spin: 944.8 kJ/mol
HOMO level: -9.00 eV
SMILES: CCOP(=O)(OCC)OCC.CCOP(=O)(OCC)OCC.CCOP(=O)(OCC)OCC.CCOP(=O)(OCC)OCC.CCOP(=O)(OCC)OCC.CCOP(=O)(OCC)OCC.CCOP(=O)(OCC)OCC.CN(C)C=O
LUMO: 0.2 eV

```
194
Properties=species:S:1:pos:R:3:lowdin_charge:R:1
C 8.09098 -5.67678 2.95970 -0.08
C 7.98153 -4.20570 3.27465 -0.32
O 9.13373 -3.46730 3.56394 -0.16
P 9.02954 -1.86879 3.85917 0.58
O 7.85051 -1.39897 4.75128 -0.28
O 10.44433 -1.67196 4.67002 -0.21
C 10.90804 -0.45221 5.19874 -0.23
C 11.58712 0.46216 4.00738 -0.03
O 9.28366 -1.16304 2.42206 -0.21
C 8.23490 -0.96300 1.52167 -0.29
C 8.57016 -1.88012 0.36645 -0.06
H 7.20056 -6.25411 2.71079 0.08
H 8.88330 -5.91440 2.24987 0.08
H 8.38837 -6.22132 3.85587 0.07
H 7.52150 -3.88357 2.34047 0.10
H 7.26388 -4.16320 4.09396 0.12
H 10.02899 0.02757 5.62907 0.10
H 11.53312 -0.70717 6.05452 0.11
H 12.08116 1.36759 4.35984 0.06
H 12.31982 -0.13137 3.46060 0.06
H 10.77214 0.62943 3.30315 0.05
H 7.23267 -1.04839 1.94162 0.12
H 8.26400 0.08199 1.21306 0.12
H 9.36717 -1.61642 -0.32878 0.08
H 8.75240 -2.81911 0.88911 0.06
H 7.66415 -2.02433 -0.22213 0.08
C 0.74083 7.93266 12.13041 -0.07
C 0.97460 7.08708 10.85646 -0.27
O 2.37827 6.89342 10.74288 -0.17
P 2.97039 6.10162 9.48201 0.51
O 4.48340 5.74976 9.65731 -0.30
O 1.98552 4.87654 9.06950 -0.20
C 2.38537 3.54612 8.84100 -0.29
C 1.26928 2.59458 9.29161 -0.07
O 2.88171 7.16693 8.30724 -0.19
C 2.78974 6.71293 6.97086 -0.23
C 1.26703 6.95322 6.48690 -0.05
H 0.89607 7.44721 13.09391 0.07
H 1.42350 8.78190 12.10138 0.08
H -0.27088 8.25529 12.37627 0.07
H 0.32549 6.21676 10.76021 0.11
H 0.72321 7.70804 9.99664 0.11
H 2.69026 3.41299 7.80301 0.12
H 3.26908 3.17267 9.35839 0.12
H 1.65255 1.59766 9.07402 0.07
H 1.00869 2.67154 10.34719 0.08
H 0.49096 2.59958 8.52853 0.07
H 3.43234 7.40216 6.42300 0.12
H 3.02507 5.66763 6.77073 0.11
H 0.81591 7.91734 6.72156 0.07
H 1.30575 6.83752 5.40375 0.06
H 0.63721 6.17651 6.92066 0.06
C -12.14121 5.90261 6.40938 -0.09
C -11.42524 4.73493 5.93031 -0.27
O -10.53192 4.13626 6.91110 -0.17
P -9.69628 2.82984 6.57379 0.41
O -9.62248 2.43990 5.17138 -0.21
O -10.13910 1.74818 7.63792 -0.15
C -10.21609 2.02621 8.98630 -0.30
C -8.93821 1.87674 9.74832 -0.08
O -8.23832 3.27158 7.13577 -0.22
C -7.00143 2.66138 6.72854 -0.22
C -7.14650 1.08927 6.44522 -0.05
H -12.50611 5.68359 7.41286 0.09
H -11.50278 6.78446 6.35604 0.08
H -12.99386 6.31036 5.86640 0.09
H -12.20357 3.97313 5.88593 0.12
H -11.04263 4.68822 4.91074 0.12
H -10.56165 3.05734 9.06027 0.11
H -10.86729 1.35199 9.54260 0.13
H -8.67226 0.82165 9.81284 0.08
H -8.04629 2.40585 9.41274 0.07
H -9.14277 2.14576 10.78460 0.08
H -6.69827 3.26749 5.87482 0.11
H -6.23347 2.75804 7.49599 0.10
H -7.63184 1.15359 5.47136 0.05
H -6.18640 0.57343 6.43015 0.07
H -7.89707 0.68447 7.12410 0.06
C -6.06178 -4.54970 1.63490 -0.09
C -7.18879 -4.66343 0.67441 -0.36
O -6.77284 -5.02912 -0.55518 -0.18
P -5.88102 -4.01394 -1.48703 0.57
O -5.52029 -2.62058 -0.92690 -0.28
O -4.51734 -4.91220 -1.86645 -0.21
C -3.71151 -5.56970 -0.81921 -0.24
C -2.25143 -5.89298 -1.19690 -0.07
O -6.68959 -3.88846 -2.85171 -0.18
C -7.68711 -4.86024 -3.18092 -0.24
C -6.83868 -5.85989 -3.95446 -0.08
H -5.75788 -5.54114 1.97072 0.08
H -5.18358 -4.03287 1.24791 0.06
H -6.43271 -4.17539 2.58905 0.09
H -7.86461 -5.43583 1.04151 0.12
H -7.87649 -3.82456 0.78150 0.13
H -3.83533 -5.09537 0.15433 0.09
H -4.12961 -6.56178 -0.64871 0.11
H -1.60322 -5.06023 -1.46978 0.07
H -1.82256 -6.63243 -0.52060 0.08
H -2.27488 -6.47066 -2.12094 0.07
H -8.26558 -5.27523 -2.35554 0.11
H -8.35059 -4.35297 -3.88133 0.12
H -7.45829 -6.51984 -4.56162 0.07
H -6.26265 -5.34198 -4.72131 0.08
H -6.10627 -6.39832 -3.35297 0.07
C 4.34048 -11.14570 -2.83484 -0.12
C 5.71561 -10.78641 -2.43725 -0.26
O 5.77749 -9.33869 -2.34707 -0.21
P 5.86108 -8.47150 -3.74495 0.60
O 4.89914 -9.09015 -4.76103 -0.26
O 5.48164 -6.97893 -3.15978 -0.21
C 4.62048 -6.12628 -3.95995 -0.23
C 5.27161 -5.47220 -5.25325 -0.05
O 7.51100 -8.45066 -3.97648 -0.20
C 8.22723 -7.32924 -3.54468 -0.28
C 9.77334 -7.46367 -3.83513 -0.05
H 4.04828 -12.09680 -2.38972 0.07
H 3.54066 -10.56748 -2.37218 0.09
H 4.15665 -11.28058 -3.90073 0.07
H 6.03823 -11.23788 -1.49907 0.12
H 6.29660 -11.18371 -3.26953 0.12
H 3.76600 -6.68156 -4.34677 0.10
H 4.22180 -5.37118 -3.28248 0.11
H 6.04624 -6.17211 -5.56661 0.06
H 4.55475 -5.24883 -6.04338 0.08
H 5.82556 -4.57577 -4.97461 0.07
H 7.93267 -6.45193 -4.12057 0.10
H 7.92052 -7.13647 -2.51664 0.12
H 10.20767 -6.49038 -3.60677 0.07
H 10.31736 -8.28083 -3.36143 0.07
H 10.11253 -7.57057 -4.86548 0.07
C -8.34379 3.50538 -11.51349 -0.09
C -8.51968 3.33852 -10.00394 -0.26
O -7.27101 3.33066 -9.28714 -0.18
P -6.21031 2.12261 -9.52964 0.55
O -5.24189 2.37130 -10.64594 -0.25
O -5.49506 2.00302 -8.06955 -0.16
C -4.17061 2.26280 -7.88042 -0.32
C -4.02207 3.43187 -6.86574 -0.07
O -7.19982 0.79370 -9.71622 -0.19
C -6.55942 -0.31242 -10.30707 -0.29
C -6.37370 -1.35804 -9.21045 -0.08
H -9.30807 3.77371 -11.94506 0.07
H -7.60439 4.19929 -11.91334 0.08
H -8.05822 2.57792 -12.00986 0.07
H -9.13368 4.19235 -9.71745 0.11
H -9.12443 2.45483 -9.80028 0.11
H -3.65949 1.42426 -7.40745 0.12
H -3.50911 2.58026 -8.68648 0.11
H -4.24670 3.15313 -5.83620 0.07
H -2.97239 3.71854 -6.92972 0.07
H -4.47403 4.37334 -7.17793 0.08
H -7.23727 -0.86425 -10.95830 0.12
H -5.63479 -0.01479 -10.80161 0.11
H -5.96507 -2.24469 -9.69517 0.08
H -5.71880 -1.02903 -8.40363 0.07
H -7.30764 -1.66423 -8.73917 0.08
C 7.33203 6.12491 -6.30921 -0.06
C 5.98789 5.97126 -5.57141 -0.29
O 5.73098 4.72332 -4.98228 -0.18
P 4.27736 3.93899 -5.19291 0.56
O 4.20779 2.53262 -4.72297 -0.23
O 3.89277 4.08685 -6.72230 -0.17
C 2.92395 3.37372 -7.41752 -0.30
C 3.30442 2.05159 -8.07264 -0.07
O 3.22285 4.97946 -4.38817 -0.17
C 3.24834 5.10234 -3.08241 -0.41
C 3.10218 6.53440 -2.70409 -0.06
H 7.33452 6.01205 -7.39335 0.07
H 7.61561 7.17719 -6.28957 0.07
H 8.18664 5.59242 -5.89185 0.08
H 5.90383 6.75375 -4.81725 0.11
H 5.11832 6.13185 -6.20872 0.10
H 2.07650 3.09301 -6.79212 0.12
H 2.49819 4.03130 -8.17543 0.12
H 2.45918 1.72568 -8.67881 0.08
H 4.22310 2.27053 -8.61689 0.08
H 3.54342 1.20937 -7.42331 0.07
H 2.61035 4.43983 -2.49748 0.13
H 4.22925 4.77522 -2.73756 0.11
H 3.69941 7.19368 -3.33399 0.08
H 2.07457 6.89666 -2.67397 0.08
H 3.51115 6.59563 -1.69559 0.08
C -0.16557 -0.52894 -0.70572 -0.10
N 0.04905 -0.30658 0.67434 -0.20
C -1.20383 -0.02915 1.46544 0.00
C 1.32408 -0.17595 1.11540 -0.28
O 1.45279 0.16675 2.32694 -0.06
H -0.70931 -1.46524 -0.83133 0.08
H 0.79554 -0.65885 -1.20321 0.09
H -0.90918 0.13426 -1.14765 0.09
H -1.74962 0.63526 0.79553 0.08
H -1.83278 -0.84311 1.82600 0.09
H -0.91691 0.58659 2.31787 0.08
H 2.13565 -0.26714 0.37700 0.13
```